Density functional theory data (the ωB97M-V functional and the def2-TZVPD basis) for a cluster of 2 separate species, C5H7FOS in total at a distorted geometry.

Structure (XYZ):
```
15
Properties=species:S:1:pos:R:3:forces:R:3
C 0.915392 1.996626 0.539352 1.0225 0.2182 1.2295
C 1.113643 0.485841 0.058633 0.0433 5.7318 -0.6932
C 1.030079 -0.817143 0.623554 0.8272 -2.1751 1.1592
C -0.061245 -0.270171 -0.241298 -4.3676 -3.0404 -0.8132
C -1.396057 -0.231004 0.468207 0.8148 1.7781 1.5607
H 1.849214 2.404049 1.081304 -0.9088 -0.5669 -1.5675
H 0.638976 2.566122 -0.421739 0.5771 -0.7611 1.6935
H 0.186879 2.247097 1.378749 0.2119 -1.0627 -1.4177
H 0.925774 -0.971825 1.677214 -0.7355 0.5960 0.6946
H 3.111101 -1.327953 0.030983 -4.9533 -2.3169 0.1327
H -0.108328 -0.730489 -1.269259 0.1639 0.6822 1.1867
H -1.225130 -0.145323 1.677392 -0.8169 -0.3831 -2.8813
O 1.707341 -1.885100 0.112128 6.1499 1.8919 -0.9369
F 1.884743 0.571993 -1.074658 0.9064 -0.1424 -0.0595
S -2.850673 -0.068357 -0.254402 1.0651 -0.4495 0.7125
```
Forces are in eV/Å.

Values from the calculation:
* gap between HOMO and LUMO: 8.0 eV
* energy: -20892.8272 eV
* highest occupied orbital energy: -8.8 eV
* energy above the lowest of the compared OMol25 structures with the same formula, charge and spin: 121.1 kcal per mole

natural (NBO) population analysis, charges in e, atoms 1 to 8: -0.652, 0.329, 0.054, -0.375, -0.248, 0.224, 0.245, 0.232